{
  "formula": "C55H62FFeN2O11P4S",
  "method": "ωB97M-V/def2-TZVPD",
  "symbols": ["Fe", "O", "S", "C", "C", "C", "C", "C", "C", "P", "C", "C", "C", "C", "C", "C", "C", "C", "C", "C", "C", "C", "C", "C", "C", "C", "C", "C", "P", "C", "C", "C", "C", "C", "C", "C", "C", "C", "C", "C", "C", "H", "H", "H", "H", "H", "H", "H", "H", "H", "H", "H", "H", "H", "H", "H", "H", "H", "H", "H", "H", "H", "H", "H", "H", "H", "H", "H", "H", "C", "C", "C", "O", "P", "O", "C", "P", "O", "O", "C", "C", "C", "O", "C", "C", "C", "O", "C", "C", "C", "H", "H", "H", "H", "H", "H", "H", "H", "H", "H", "H", "H", "H", "H", "H", "H", "H", "H", "H", "H", "H", "H", "H", "H", "H", "H", "H", "H", "H", "H", "F", "C", "C", "N", "C", "C", "O", "O", "C", "O", "N", "C", "O", "H", "H", "H", "H"],
  "coordinates": [[0.419095, 0.660477, -0.815137], [1.548698, 1.081421, -2.998106], [0.921045, 3.531550, -1.047472], [1.155139, 3.935300, 0.680891], [1.107130, 5.275911, 1.054763], [1.412670, 5.669022, 2.344331], [1.801202, 4.722617, 3.279759], [1.826456, 3.388746, 2.922869], [1.490709, 2.955313, 1.635466], [1.272304, 1.147614, 1.370447], [2.852395, 0.265962, 1.448401], [3.114066, -0.617253, 0.405120], [4.349720, -1.232798, 0.286667], [5.320467, -1.006020, 1.251559], [5.050792, -0.179094, 2.336110], [3.821708, 0.454951, 2.428212], [0.461946, 0.654807, 2.938279], [-0.519095, 1.461829, 3.518981], [-1.147969, 1.076563, 4.693111], [-0.832858, -0.139826, 5.286563], [0.107096, -0.969799, 4.693907], [0.750101, -0.576110, 3.526000], [-0.466395, 4.473505, -1.614840], [-0.341140, 5.815407, -1.972451], [-1.420554, 6.483778, -2.521939], [-2.617382, 5.809383, -2.738770], [-2.727292, 4.467250, -2.423595], [-1.647350, 3.777692, -1.871997], [-1.804592, 2.014569, -1.370926], [-2.531185, 1.213726, -2.841776], [-2.416900, 1.756996, -4.119814], [-2.934277, 1.079713, -5.216355], [-3.563655, -0.143921, -5.047283], [-3.660378, -0.701033, -3.778594], [-3.140118, -0.031682, -2.682822], [-3.189611, 2.321548, -0.212365], [-2.841314, 3.010410, 0.951467], [-3.820205, 3.484064, 1.807558], [-5.160099, 3.252767, 1.518959], [-5.509700, 2.550209, 0.375437], [-4.528595, 2.087122, -0.495218], [0.841537, 6.025358, 0.323659], [1.361101, 6.716273, 2.611785], [2.068203, 5.017534, 4.285812], [2.077185, 2.656726, 3.679231], [2.464023, -0.853487, -1.406385], [4.548997, -1.882155, -0.558625], [6.288356, -1.481650, 1.158061], [5.799166, -0.018545, 3.100307], [3.627900, 1.116383, 3.262583], [-0.773474, 2.413231, 3.068117], [-1.883293, 1.728699, 5.147541], [-1.316679, -0.437451, 6.208226], [0.358809, -1.920128, 5.148298], [1.496888, -1.225186, 3.083104], [0.608118, 6.319583, -1.844515], [-1.328278, 7.527972, -2.790894], [-3.465921, 6.330830, -3.161913], [-3.661644, 3.949779, -2.605676], [-1.921739, 2.708426, -4.265410], [-2.845551, 1.513777, -6.203828], [-3.977299, -0.663707, -5.901760], [-4.142742, -1.660825, -3.642883], [-3.208654, -0.475472, -1.701909], [-1.792950, 3.201430, 1.166670], [-3.542514, 4.036201, 2.696919], [-5.931439, 3.620926, 2.182868], [-6.552627, 2.372268, 0.146880], [-4.815008, 1.561620, -1.397694], [-3.154891, -2.192289, 3.883409], [-2.909544, -1.085724, 2.876676], [-3.845813, 0.081783, 3.064481], [-3.150749, -1.622585, 1.545016], [-2.021335, -1.873934, 0.473378], [-1.278702, -0.656196, 0.018481], [-0.990660, -3.146602, 1.193823], [0.577151, -3.354914, 0.260760], [2.108651, -0.898715, -0.498939], [1.038133, -4.689681, 1.076002], [2.411499, -5.123664, 1.009164], [3.107660, -4.752819, 2.303100], [2.413541, -6.614424, 0.742534], [-0.234751, -3.961379, -1.035670], [0.121336, -3.873500, -2.424711], [-0.122132, -2.474039, -2.960960], [1.527656, -4.386601, -2.693294], [-2.872539, -2.446266, -0.716224], [-3.757803, -3.600949, -0.570184], [-5.178978, -3.108013, -0.735267], [-3.351407, -4.636666, -1.592551], [-3.035587, -1.803885, 4.894642], [-2.457955, -3.020291, 3.750061], [-4.171359, -2.574214, 3.773656], [-1.871535, -0.747843, 2.936056], [-4.882116, -0.259770, 3.028860], [-3.693424, 0.816024, 2.274508], [-3.661418, 0.555655, 4.028787], [-1.501936, -4.111382, 1.177620], [-0.776937, -2.856827, 2.225164], [2.914069, -4.610374, 0.181903], [2.595516, -5.216029, 3.148274], [3.116007, -3.669475, 2.443628], [4.141648, -5.099835, 2.286181], [1.902747, -7.138663, 1.551708], [3.438219, -6.982843, 0.680735], [1.903148, -6.840430, -0.193365], [-0.594095, -4.543698, -2.904971], [0.539473, -1.768201, -2.467384], [-1.158469, -2.168444, -2.793004], [0.087229, -2.438351, -4.030280], [2.238701, -3.927009, -2.001499], [1.834239, -4.137129, -3.708910], [1.581274, -5.468271, -2.571597], [-3.639540, -4.008329, 0.437010], [-5.305733, -2.648997, -1.717429], [-5.422944, -2.372355, 0.030611], [-5.871171, -3.946335, -0.653679], [-3.415884, -4.215202, -2.598229], [-4.023331, -5.493146, -1.531087], [-2.329699, -4.971896, -1.417255], [7.256941, -0.778862, -2.654997], [6.711732, 0.369830, -2.244802], [5.611745, 0.853231, -2.820519], [5.023383, 2.032231, -2.406661], [3.717474, 2.415573, -2.925098], [2.721184, 1.494455, -2.258764], [2.722143, 0.166059, -2.883106], [2.583542, 1.597986, -1.004334], [5.543972, 2.777052, -1.356809], [5.036336, 3.792556, -0.940855], [6.702855, 2.252022, -0.819315], [7.350016, 1.055854, -1.128311], [8.312915, 0.673634, -0.510149], [5.123926, 0.329129, -3.630815], [3.683919, 2.348935, -4.010448], [3.527451, 3.430186, -2.588006], [7.112472, 2.793781, -0.070675]],
  "forces_ev_per_a": [[-0.18, 0.41, 0.20], [0.09, -0.20, 0.06], [0.13, 0.14, -0.07], [-0.02, -0.09, 0.01], [0.05, 0.00, 0.02], [-0.03, 0.02, 0.00], [0.03, 0.00, 0.02], [0.08, -0.01, -0.02], [-0.01, -0.03, 0.03], [-0.19, 0.48, 0.62], [-0.10, 0.05, -0.09], [-0.10, -0.06, 0.03], [0.06, -0.08, -0.02], [-0.05, 0.03, -0.01], [-0.02, 0.00, 0.01], [0.12, 0.03, -0.04], [-0.18, -0.04, -0.11], [0.04, 0.01, 0.01], [0.09, -0.03, 0.05], [0.07, 0.07, 0.03], [0.06, 0.00, -0.02], [0.04, 0.00, 0.00], [-0.11, -0.05, 0.09], [-0.04, -0.02, 0.00], [0.01, 0.01, 0.01], [-0.03, 0.01, 0.01], [0.00, 0.00, -0.02], [0.11, -0.04, 0.02], [-0.15, 0.04, -0.32], [-0.07, 0.08, 0.05], [0.04, -0.02, -0.01], [0.05, 0.02, 0.02], [-0.02, -0.03, 0.01], [0.01, 0.02, -0.02], [-0.03, 0.13, -0.05], [0.17, -0.17, 0.10], [0.02, -0.02, -0.04], [0.00, -0.01, 0.01], [-0.02, -0.02, -0.02], [0.01, -0.02, 0.02], [-0.01, -0.05, 0.05], [0.01, -0.01, 0.00], [0.02, 0.00, -0.01], [-0.01, 0.00, -0.01], [-0.02, -0.01, 0.00], [0.17, 0.03, -0.14], [-0.02, -0.03, 0.04], [0.00, 0.01, 0.00], [0.01, 0.00, -0.02], [-0.01, 0.02, -0.01], [0.01, -0.01, 0.03], [0.02, 0.00, -0.01], [0.02, 0.01, 0.00], [-0.01, 0.00, -0.01], [0.01, 0.00, 0.02], [-0.02, 0.00, 0.01], [0.00, -0.01, -0.01], [0.01, 0.00, -0.01], [0.00, -0.01, 0.01], [-0.03, 0.00, -0.02], [0.00, -0.01, 0.01], [0.01, 0.00, 0.00], [0.01, -0.01, 0.01], [-0.07, 0.02, -0.02], [-0.03, 0.03, -0.01], [0.00, -0.01, 0.00], [0.02, 0.00, 0.00], [0.00, 0.00, 0.01], [0.01, 0.01, 0.00], [-0.03, -0.02, -0.09], [0.05, -0.11, 0.22], [-0.06, 0.01, -0.15], [-0.05, 0.22, -0.15], [-0.32, -0.06, 0.16], [0.48, -0.12, -0.10], [0.22, 0.22, -0.14], [0.14, -0.40, -0.18], [-0.06, 0.17, -0.15], [-0.21, -0.05, 0.01], [0.14, 0.00, 0.04], [-0.02, 0.02, -0.01], [-0.01, 0.02, 0.03], [-0.13, -0.15, 0.05], [0.09, 0.01, -0.13], [-0.15, -0.10, 0.03], [-0.02, 0.04, 0.15], [0.27, -0.18, 0.00], [-0.19, -0.04, 0.05], [0.03, 0.03, -0.02], [0.06, 0.03, -0.04], [-0.02, -0.02, -0.02], [0.00, -0.01, 0.02], [0.00, 0.01, 0.01], [-0.08, -0.02, -0.12], [0.00, 0.01, 0.01], [-0.01, 0.03, 0.04], [-0.07, -0.03, -0.05], [-0.10, 0.04, 0.10], [0.04, -0.03, 0.00], [-0.06, 0.07, -0.07], [0.02, 0.01, 0.00], [-0.01, -0.01, -0.01], [0.00, 0.00, 0.03], [0.01, -0.01, -0.01], [-0.01, -0.01, 0.00], [-0.01, 0.00, 0.00], [0.01, -0.03, -0.05], [0.18, 0.22, 0.11], [0.12, -0.02, 0.02], [-0.02, 0.02, -0.01], [0.03, 0.06, -0.06], [0.00, -0.04, -0.01], [0.02, 0.01, 0.06], [0.06, 0.05, 0.03], [-0.01, -0.01, 0.00], [0.00, 0.00, -0.01], [-0.01, 0.02, 0.01], [-0.02, -0.01, 0.00], [0.00, 0.01, -0.01], [-0.07, 0.00, 0.01], [0.01, 0.01, 0.02], [-0.02, -0.08, -0.01], [-0.08, 0.02, -0.01], [0.13, 0.19, -0.13], [-0.09, -0.13, 0.03], [0.01, 0.18, 0.32], [-0.28, -0.06, -0.12], [0.04, -0.50, -0.22], [-0.07, -0.08, 0.04], [0.04, 0.04, -0.04], [0.08, 0.00, 0.00], [-0.03, 0.08, 0.11], [0.01, -0.03, -0.02], [0.01, 0.04, -0.03], [0.07, -0.07, 0.00], [-0.03, 0.06, -0.08], [-0.04, -0.02, 0.03]],
  "mulliken_charge": [1.027, -0.512, 0.423, 1.091, -0.796, -1.039, -0.999, -0.413, -0.394, 3.391, -0.061, -0.076, -0.783, -1.143, -1.281, -0.302, 0.671, -0.343, -1.159, -0.752, -0.787, -1.281, 0.813, -0.338, -0.948, -0.955, -0.241, -1.294, 1.796, 0.523, -1.224, -0.826, -1.009, -0.631, 0.389, 1.567, -0.661, -0.499, -0.815, -0.757, -0.783, 0.347, 0.446, 0.447, 0.323, -0.180, 0.629, 0.583, 0.445, 0.378, 0.386, 0.556, 0.479, 0.454, 0.564, 0.592, 0.434, 0.455, 0.554, 0.461, 0.455, 0.431, 0.329, 0.002, 0.044, 0.476, 0.399, 0.474, 0.472, -1.791, 1.908, -1.525, -0.283, -0.711, 0.222, -1.055, 0.319, 0.463, -0.326, 1.300, -1.327, -1.598, -0.429, 0.543, -0.196, -1.254, 0.058, 0.601, -1.388, -1.099, 0.402, 0.283, 0.431, -0.585, 0.485, 0.367, 0.372, 0.655, 0.382, -0.089, 0.360, 0.099, 0.422, 0.321, 0.416, 0.335, 0.357, -0.509, -0.260, 0.652, -0.004, 0.474, 0.291, 0.438, 0.171, 0.264, 0.496, 0.194, 0.522, 0.053, -0.372, 0.345, -0.125, 0.255, -1.544, 1.957, -0.656, -0.045, 0.404, -0.630, -0.005, 0.259, -0.625, 0.547, 0.363, 0.374, 0.247],
  "lumo_energy_ev": [-1.73, -2.28],
  "homo_energy_ev": [-10.5, -10.7],
  "gap_ev": [8.807, 8.407],
  "max_force_ev_per_a": 0.808,
  "spin_multiplicity": 5,
  "total_energy_ev": -168638.042,
  "charge": 1
}